1.
80
Properties=species:S:1:pos:R:3 method="wB97M-V/def2-TZVPD" homo_energy_ev="1.38 / 2.80" relative_energy_kcal_mol=26.3 energy_ev=-44567.2161 fmax_ev_per_a=2.6 total_charge=-2 gap_ev="3.01 / 1.64"
Hg -0.47140 0.46805 -0.21835
N 1.03557 3.06950 -1.98902
N 0.68392 -0.26430 -2.77684
C -2.40082 0.15451 1.09122
C -2.95493 0.68038 -0.12736
C -2.49961 2.01983 -0.27909
C -2.92830 2.98494 -1.32314
H -3.41456 2.47446 -2.16510
H -2.07103 3.54906 -1.71073
H -3.64637 3.71325 -0.90915
C -1.68712 2.35213 0.84538
C -1.24309 3.72230 1.19905
H -2.08969 4.32285 1.58201
H -0.82075 4.24222 0.32536
H -0.46950 3.70039 1.97733
C -1.64822 1.21095 1.71857
C -1.24996 1.23009 3.14840
H -0.49056 1.99965 3.33519
H -0.82687 0.26362 3.45501
H -2.11778 1.44434 3.80182
C -3.92779 -0.00801 -1.02266
H -4.81984 0.62560 -1.17621
H -4.25389 -0.96725 -0.59644
H -3.49968 -0.21626 -2.02253
C -2.65284 -1.18889 1.68891
H -1.71079 -1.63634 2.04277
H -3.07478 -1.88249 0.94935
H -3.34083 -1.12978 2.54896
C 1.89278 4.09771 -1.92135
H 1.71098 4.84360 -1.13127
C 2.99646 4.24384 -2.78380
H 3.66603 5.08899 -2.66946
C 3.20222 3.29070 -3.78242
H 4.02538 3.35870 -4.48000
C 2.32615 2.22978 -3.87069
H 2.38257 1.45518 -4.62862
C 1.25888 2.12610 -2.93358
C 0.35536 1.04321 -3.07159
H -0.70531 1.22852 -3.28750
C 0.53318 -0.78403 -1.50349
C 0.93534 -1.32957 -3.67932
H 1.20709 -1.17547 -4.70571
C 0.72048 -2.46630 -3.01287
H 0.70270 -3.48264 -3.37015
N 0.40934 -2.13829 -1.68714
C -0.00735 -3.10213 -0.70791
C -1.25709 -3.72570 -0.84367
C -1.62876 -4.70517 0.08405
H -2.58370 -5.22206 -0.04558
C -0.79214 -5.07294 1.13806
C -1.19694 -6.13185 2.12294
H -1.42964 -5.71903 3.11677
H -0.38175 -6.85664 2.25453
H -2.08108 -6.66761 1.76055
C 0.43801 -4.42599 1.26629
H 1.11682 -4.70489 2.07646
C 0.86545 -3.48830 0.31892
C 2.26535 -2.96304 0.34909
H 2.84011 -3.27802 -0.53524
H 2.77635 -3.35286 1.23708
H 2.29966 -1.86760 0.39602
C -2.17880 -3.39746 -1.97455
H -1.96103 -4.02207 -2.85504
H -2.13462 -2.34473 -2.27553
H -3.21124 -3.61535 -1.66952
C 2.92986 0.21618 3.04708
C 2.22754 0.40778 1.71237
O 1.56218 1.67061 1.60403
C 2.43848 2.78693 1.41259
C 2.68165 3.53373 2.70707
H 3.15602 -0.84930 3.20028
H 2.30886 0.55657 3.89065
H 3.88379 0.76147 3.07898
H 1.44801 -0.36378 1.59564
H 2.94322 0.29181 0.87807
H 3.40288 2.43816 0.99453
H 1.95211 3.44865 0.67954
H 3.24873 2.92330 3.41773
H 3.27510 4.42601 2.48042
H 1.75587 3.85050 3.21354

=====

2.
89
Properties=species:S:1:pos:R:3 method="wB97M-V/def2-TZVPD" homo_energy_ev=-6.79 relative_energy_kcal_mol=0.0 energy_ev=-71958.9885 fmax_ev_per_a=0.8 gap_ev=7.24
Mo 1.36021 0.58976 -0.56993
C -2.35064 -1.42873 2.62804
C -2.42045 -1.63903 1.13749
C -2.03770 -2.86607 0.59345
C -1.45860 -3.93675 1.48982
C -2.17789 -3.08850 -0.78136
C -1.88684 -4.44184 -1.38616
C -2.62863 -2.05964 -1.62567
C -2.67926 -2.33534 -3.11152
C -3.00938 -0.83336 -1.07586
C -3.57347 0.28157 -1.92875
C -2.89496 -0.62361 0.30776
C -3.32460 0.70356 0.89617
H -1.44242 -0.88145 2.89288
H -2.34764 -2.37052 3.17086
H -3.20359 -0.85503 2.98958
H -2.23036 -4.58296 1.92088
H -0.89938 -3.49546 2.31422
H -0.76204 -4.56449 0.94476
H -0.95109 -4.45600 -1.95185
H -2.68032 -4.72091 -2.08052
H -1.82674 -5.21969 -0.62900
H -3.53241 -2.96768 -3.37688
H -1.77767 -2.85915 -3.42990
H -2.73811 -1.42701 -3.70422
H -2.82185 1.06187 -2.10561
H -4.42029 0.75833 -1.43467
H -3.92345 -0.06374 -2.89725
H -4.40587 0.73727 1.06541
H -3.07811 1.52972 0.22721
H -2.82939 0.91120 1.84025
C -0.45780 1.41433 4.87812
Si 0.47432 2.92709 4.30021
C -0.66231 4.11399 3.40439
C 1.24007 3.81802 5.76342
C 1.87870 2.38684 3.16449
C 3.22461 2.44462 3.48499
C 4.21167 1.99380 2.60094
C 3.81377 1.49525 1.38257
N 2.52154 1.42120 1.04955
C 1.56906 1.83014 1.91011
S -0.01300 1.55079 1.23846
H -1.27992 1.68499 5.54562
H 0.20147 0.72507 5.41022
H -0.87930 0.88898 4.02144
H -1.36115 4.56437 4.11314
H -1.23278 3.60381 2.62891
H -0.10131 4.92450 2.93029
H 0.43788 4.19288 6.40284
H 1.83868 4.67793 5.45199
H 1.86531 3.16593 6.37770
H 3.52954 2.85269 4.44207
H 5.26055 2.04286 2.85499
H 4.52035 1.14238 0.64160
N 1.52684 -1.05970 -0.25203
C 1.64260 -2.42039 -0.02202
C 1.49212 -3.31941 -1.07462
C 1.69491 -4.67065 -0.83691
C 2.00987 -5.13023 0.43571
C 2.13216 -4.22807 1.48416
C 1.96696 -2.86990 1.25710
H 1.24784 -2.92379 -2.05136
H 1.58867 -5.37357 -1.65453
H 2.15671 -6.18802 0.61186
H 2.37359 -4.57936 2.47916
H 2.07106 -2.14926 2.05811
C -1.78320 3.85581 -3.32423
N -1.23402 2.51150 -3.37634
C -1.51926 1.63392 -4.38807
C -0.96411 0.41256 -4.44447
C -0.06824 -0.01878 -3.38034
O 0.52608 -1.09992 -3.40434
N 0.08986 0.86324 -2.34666
C -0.35045 2.13212 -2.37971
O 0.03874 2.94068 -1.52978
H -2.41986 4.00429 -4.19340
H -0.98343 4.59484 -3.32119
H -2.36922 3.98874 -2.41613
H -2.19997 1.99956 -5.14580
H -1.16995 -0.26365 -5.25907
N 5.20117 2.68763 -3.81605
N 4.32544 1.73287 -3.31853
N 4.32768 0.49372 -3.73835
C 3.40508 -0.05636 -2.95339
N 2.90737 0.85201 -2.10118
N 3.50866 2.00188 -2.35090
H 5.40664 2.42042 -4.77265
H 4.71709 3.57899 -3.79428
H 3.05759 -1.07253 -3.00742

=====

3.
97
Properties=species:S:1:pos:R:3 method="wB97M-V/def2-TZVPD" homo_energy_ev=-8.98 relative_energy_kcal_mol=38.3 energy_ev=-90480.0020 fmax_ev_per_a=5.7 total_charge=+1 gap_ev=1.39
Ca -1.26208 1.02281 -4.33360
N -0.35880 0.42183 0.82409
O 0.36558 0.94750 -0.01998
O -0.13784 0.23685 1.96745
O -1.45625 0.11251 0.27769
C -5.73255 -8.29556 -7.82110
C -5.82022 -6.76363 -8.05021
C -6.99423 -5.98661 -7.42174
O -6.44596 -5.45650 -6.22431
C -5.09545 -5.39992 -6.30957
O -4.34163 -4.83317 -5.57923
O -4.74114 -6.15730 -7.41820
H -6.37119 -8.82970 -8.52462
H -6.07083 -8.36205 -6.78706
H -4.69689 -8.62853 -7.88912
H -5.76111 -6.55790 -9.11899
H -7.74786 -6.71328 -7.11829
H -7.37689 -5.16974 -8.03362
C -4.29245 5.20469 4.24136
C -5.18088 4.05825 3.94334
C -5.10134 2.85765 4.88126
O -6.48694 2.61891 5.28248
C -7.28123 3.59357 4.86090
O -8.49167 3.74009 5.11733
O -6.56673 4.50583 4.11370
H -3.34313 5.07183 4.76026
H -4.86108 5.86626 4.89488
H -4.14132 5.70368 3.28414
H -5.16014 3.77838 2.89009
H -4.46760 3.05439 5.74600
H -4.56113 2.06953 4.35671
C 6.28637 -1.43768 -9.96466
C 4.91920 -2.08312 -9.86496
C 4.97134 -3.48996 -9.38200
O 4.48752 -3.46995 -8.07473
C 4.10833 -2.24243 -7.76026
O 3.49669 -1.78916 -6.74015
O 4.36487 -1.44138 -8.78924
H 6.24083 -0.40048 -10.29673
H 6.94094 -2.09087 -10.54169
H 6.78879 -1.41661 -8.99758
H 4.44661 -2.04249 -10.84635
H 6.00013 -3.83908 -9.29361
H 4.33907 -4.19466 -9.92212
C 2.30989 -3.39281 7.95185
C 3.38799 -2.29072 8.18968
C 3.00596 -1.50424 9.42149
O 4.33877 -1.54935 10.02218
C 5.23379 -2.28208 9.38917
O 6.47605 -2.34515 9.63751
O 4.60653 -3.03271 8.39983
H 1.97394 -3.82061 8.89642
H 2.75907 -4.16768 7.33062
H 1.45652 -3.09038 7.34489
H 3.42158 -1.70320 7.27219
H 2.29278 -2.00190 10.07862
H 2.77948 -0.49943 9.06490
N 2.99725 10.18746 3.57819
C 3.49471 9.54064 4.67948
C 3.42367 8.11953 4.37947
C 3.01500 7.98533 3.00900
C 2.64491 9.25927 2.59229
H 2.94404 11.18962 3.46436
H 3.76070 10.10778 5.55926
H 3.79313 7.30358 4.98288
H 3.03714 7.06305 2.44749
H 2.35846 9.65240 1.62803
N 6.62545 0.30791 2.15030
C 7.56537 0.84611 3.01750
C 8.75459 1.00811 2.22714
C 8.60180 0.27852 1.01637
C 7.26457 -0.14723 1.02760
H 5.63039 0.20503 2.28939
H 7.23725 1.25432 3.96201
H 9.60487 1.38121 2.77873
H 9.41138 0.12870 0.31741
H 6.71595 -0.53285 0.18099
N -5.85608 -5.09864 4.61866
C -6.50642 -4.82134 3.42055
C -7.78147 -5.32948 3.37713
C -7.95866 -5.93355 4.62794
C -6.77362 -5.71218 5.39049
H -4.85774 -5.05792 4.76613
H -5.89198 -4.36633 2.65778
H -8.33889 -5.39526 2.45444
H -8.77909 -6.51014 5.02899
H -6.58651 -6.13557 6.36627
N -0.44164 5.16067 -6.23334
C -1.21804 5.54110 -5.17151
C -0.44900 5.69212 -4.05547
C 0.81421 5.32096 -4.42493
C 0.91578 4.99597 -5.78504
H -0.74520 5.02619 -7.18721
H -2.29745 5.55177 -5.20572
H -0.88219 5.90753 -3.08990
H 1.62992 5.34010 -3.71736
H 1.67142 4.59300 -6.44309